A cluster of 2 separate species, C9H20O2Si in total at a distorted geometry, computed with wB97M-V/def2-TZVPD.

```
32
Properties=species:S:1:pos:R:3:mulliken_charge:R:1
C 0.92387 1.66976 -0.20922 -0.28
C 1.54085 -2.08565 0.10781 -1.56
C 3.27370 -0.53706 -0.86608 -1.61
C 1.91594 0.50842 1.77487 -1.64
C -1.98212 -0.04783 -1.86275 -1.15
C -2.70404 2.01968 0.30793 -1.08
C -3.13230 -1.02956 0.82798 -1.14
C 1.78789 -0.71048 -0.51162 0.75
C 1.40701 0.41378 0.38899 1.09
O 0.90399 2.73540 0.35166 -0.52
O -0.62184 -0.03185 0.78349 -0.49
Si -1.97398 0.28424 0.02124 0.33
H 0.55245 1.55196 -1.24327 0.45
H 2.21972 -2.26855 0.93298 0.36
H 1.69788 -2.85707 -0.64118 0.46
H 0.51935 -2.13734 0.46641 0.28
H 3.88952 -0.62036 0.02388 0.37
H 3.57292 -1.31249 -1.56711 0.42
H 3.45517 0.43398 -1.32239 0.40
H 1.18466 1.03165 2.38698 0.37
H 2.82064 1.11975 1.77140 0.38
H 2.12941 -0.46254 2.20617 0.38
H -1.50497 -0.99612 -2.09681 0.31
H -2.99114 -0.08577 -2.25814 0.43
H -1.45340 0.73178 -2.40424 0.33
H -2.52309 2.34270 1.32799 0.31
H -2.24868 2.75668 -0.34510 0.31
H -3.77529 2.04842 0.13830 0.36
H -2.77108 -2.03012 0.63157 0.29
H -3.18623 -0.88424 1.89891 0.30
H -4.12410 -0.92393 0.40755 0.34
H 1.19728 -0.62724 -1.42818 0.43
```

For the calculated total energy, the calculation gives -21629.7815 eV. The HOMO-LUMO gap is 8.05 eV. As for the charge: 0. The largest force on an atom comes out at 4.6 eV/A. The calculation puts the LUMO energy at -1.10 eV. The calculation puts the molar mass at 188.34 g mol⁻¹. As for the highest occupied orbital energy: -9.15 eV. The value obtained for the relative energy (zero: lowest compared OMol25 entry of this formula, charge and spin) is 62.37 kcal per mole.

A structure of composition C9H21AlCl2O6P2 at a distorted geometry, computed with wB97M-V/def2-TZVPD.

```
41
Properties=species:S:1:pos:R:3:mulliken_charge:R:1
C 0.39155 0.12856 -3.48171 -0.94
C 1.23146 0.15371 -2.39749 0.93
H 0.96702 0.00912 -4.41134 0.41
H -0.22293 1.05486 -3.49145 0.33
H -0.28371 -0.74337 -3.34091 0.29
O 2.03511 0.17076 -1.54246 -0.15
Cl -1.77501 -0.02978 -1.42267 -0.31
Al -0.68283 -0.05470 0.65927 -0.12
P -0.23643 2.33439 0.06919 0.94
C 1.31541 3.15102 0.55513 -1.23
C -0.63815 3.12243 -1.51367 -1.22
H -0.82748 4.18331 -1.31586 0.52
H -1.57788 4.09231 0.96914 0.53
H -1.52840 2.66599 -1.95308 0.39
H -2.42648 2.51532 1.09537 0.38
H 2.12053 2.79875 -0.11237 0.36
H 0.19936 3.03550 -2.21159 0.33
C -1.46525 3.03098 1.22033 -1.42
H 1.16228 4.24010 0.43448 0.47
H -1.12829 2.91843 2.25768 0.34
H 1.54483 2.89829 1.60456 0.35
P -0.06316 -2.33132 -0.03222 1.06
C 1.49087 -3.06508 0.52291 -1.27
C -1.31498 -3.15605 1.01080 -1.45
H -1.25639 -2.70092 -2.11605 0.39
H -0.38416 -4.15932 -1.54341 0.51
H 0.51498 -2.83344 -2.33582 0.33
C -0.32539 -3.07043 -1.67377 -1.20
H -2.29898 -2.70466 0.83376 0.40
H -1.33776 -4.21118 0.71537 0.52
H 1.42295 -4.15106 0.37377 0.48
H 1.64745 -2.82503 1.58099 0.32
H -1.04867 -3.04897 2.06846 0.35
H 2.30783 -2.65805 -0.08258 0.37
C 1.32569 0.04629 1.10242 0.54
O 2.47894 0.00195 1.12162 -0.24
O 0.37891 -1.47429 3.23215 -0.52
Cl -0.21791 -0.17209 3.42683 1.66
O -0.73420 0.03491 4.72803 -0.54
O 0.68075 0.90374 3.00608 -0.53
O -1.44148 -0.10101 2.39011 -0.37
```

For the calculated total energy, the calculation gives -72156.2599 eV. The HOMO-LUMO gap is 7.56 eV. As for the charge: +2. The largest force on an atom comes out at 7.5 eV/A. The calculation puts the LUMO energy at -8.68 eV. The calculation puts the molar mass at 385.10 g mol⁻¹. As for the highest occupied orbital energy: -16.24 eV. The value obtained for the relative energy (zero: lowest compared OMol25 entry of this formula, charge and spin) is 0.00 kcal per mole.

A cluster of 2 separate species, C9H21BIN2O5 in total, computed with wB97M-V/def2-TZVPD.

```
39
Properties=species:S:1:pos:R:3:mulliken_charge:R:1
C -5.88373 -0.16881 -0.72452 -0.78
N -5.30095 0.17133 -2.01586 -0.33
C -4.23095 1.19140 -1.91588 -0.77
B -2.74276 0.66750 -1.63935 1.28
O -2.24496 -0.42579 -2.55904 -0.69
C -1.08416 -0.77150 -1.95733 -0.59
I -0.44766 -2.72857 -2.72658 -0.18
C -1.30076 -0.63904 -0.38817 1.56
C -1.38636 -1.94626 0.38674 -2.18
C -0.19970 0.25746 0.20191 -1.11
N 1.05798 -0.46417 0.47433 -0.48
O -2.53732 0.01965 -0.30558 -0.82
H -5.16417 0.05835 0.06276 0.21
H -6.81108 0.38183 -0.50413 0.31
H -6.10587 -1.23865 -0.65602 0.26
H -6.02483 0.53371 -2.62202 0.25
H -4.46724 1.92130 -1.11807 0.28
H -4.21484 1.76298 -2.85003 0.27
H -1.96278 1.65681 -1.77033 -0.40
H -0.24797 -0.13647 -2.27253 0.43
H -0.55019 -2.60878 0.18173 0.45
H -2.32535 -2.44102 0.14037 0.42
H -1.38918 -1.72291 1.45798 0.40
H -0.61750 0.71910 1.10060 0.40
H -0.00643 1.06688 -0.50225 0.39
H 1.82980 -0.01514 -0.00328 0.22
H 1.29245 -0.41285 1.45725 0.20
C 5.47253 -1.73107 0.97531 -0.61
O 6.04238 -0.64960 1.73045 -0.32
C 5.27712 0.44081 1.76306 0.82
O 4.20665 0.56045 1.22902 -0.54
O 5.89545 1.37568 2.48918 -0.33
C 5.16160 2.60116 2.59875 -0.62
H 6.19409 -2.53945 1.03968 0.19
H 4.51837 -2.03418 1.40107 0.31
H 5.32203 -1.43491 -0.06058 0.29
H 4.19986 2.42941 3.07818 0.30
H 4.99809 3.03816 1.61560 0.29
H 5.77836 3.25522 3.20760 0.21
```

For the calculated total energy, the calculation gives -31670.7316 eV. The HOMO-LUMO gap is 6.63 eV. As for the charge: -1. The largest force on an atom comes out at 0.5 eV/A. The calculation puts the LUMO energy at 2.34 eV. The calculation puts the molar mass at 374.99 g mol⁻¹. As for the highest occupied orbital energy: -4.29 eV.

A cluster of 2 separate species, C9H21Br2NO2PS in total at a distorted geometry, computed with wB97M-V/def2-TZVPD.

```
37
Properties=species:S:1:pos:R:3:mulliken_charge:R:1
C -4.18967 -1.98189 0.93782 -0.98
N -3.14234 -1.00647 0.55693 -0.20
C -3.57339 -0.07466 -0.45188 -0.77
P -2.04901 0.77907 -1.07756 0.54
S -2.44781 2.71100 -1.72578 -0.26
C -0.75641 0.91782 0.18893 -0.91
C 0.65496 1.13174 -0.38837 -0.55
C 1.13374 -0.04352 -1.26205 -0.51
C 0.92115 -1.39546 -0.59804 -0.70
O -0.29516 -2.03747 -1.02278 -0.35
C -0.33706 -2.37444 -2.31283 0.07
O -1.30569 -2.77770 -2.77266 -0.39
H -5.14565 -1.79241 0.46953 0.36
H -4.31538 -1.94104 2.01004 0.34
H -3.85084 -2.98080 0.71397 0.28
H -2.89053 -0.47025 1.37621 0.22
H -4.01881 -0.56507 -1.30320 0.51
H -4.23513 0.71886 -0.09719 0.47
H -1.54147 -0.05129 -2.08308 0.07
H -2.51749 2.58461 -3.06572 0.24
H -0.99184 1.77576 0.80998 0.63
H -0.79556 0.05130 0.82991 0.53
H 1.37116 1.31219 0.40168 -0.09
H 0.62698 1.99409 -1.03912 0.40
H 0.61380 0.05066 -2.20276 0.48
H 2.19507 0.08647 -1.39695 0.37
H 1.75864 -2.05611 -0.76349 0.36
H 0.83341 -1.25637 0.46627 0.41
H 0.55208 -2.24929 -2.93901 0.40
Br 5.34669 -0.33151 0.91446 -0.14
C 5.39604 1.01834 2.31751 -0.57
C 4.07435 1.72452 2.43743 -0.58
Br 3.82217 3.01515 0.99936 -0.13
H 6.21467 1.69021 2.08201 0.38
H 5.62406 0.47596 3.23229 0.35
H 4.02891 2.30630 3.35547 0.39
H 3.23135 1.04172 2.40269 0.31
```

For the calculated total energy, the calculation gives -175460.7155 eV. The HOMO-LUMO gap is 9.42 eV. As for the charge: +1. The largest force on an atom comes out at 5.4 eV/A. The calculation puts the LUMO energy at -3.04 eV. The calculation puts the molar mass at 398.12 g mol⁻¹. As for the highest occupied orbital energy: -12.46 eV.

A structure of composition C9H21ClGdNO5P2 at a distorted geometry, computed with wB97M-V/def2-TZVPD.

```
40
Properties=species:S:1:pos:R:3:mulliken_charge:R:1
C 0.31117 -0.13014 -6.29000 -1.03
C 0.18109 0.19488 -4.83299 0.78
H 1.36921 -0.14967 -6.55980 0.31
H -0.19495 0.62625 -6.89824 0.34
H -0.12709 -1.11108 -6.49682 0.34
O 1.07303 0.43803 -4.04868 -0.47
Cl -1.52475 0.19767 -4.25393 -0.23
Gd -0.79216 -0.03893 -0.16635 0.72
P -0.10890 2.62028 -0.34324 0.93
C 1.07532 3.69748 0.50798 -1.22
C -0.19733 3.22497 -2.04819 -1.13
H -0.37987 4.30721 -2.06424 0.42
H -1.75459 4.30818 0.17501 0.43
H -0.99909 2.71088 -2.59674 0.32
H -2.54799 2.72692 -0.10298 0.43
H 2.08543 3.50642 0.13197 0.40
H 0.73995 2.99578 -2.57063 0.36
C -1.69098 3.23006 0.36986 -1.27
H 0.81184 4.74711 0.33763 0.43
H -1.72481 3.04399 1.45340 0.40
H 1.06269 3.48716 1.58436 0.37
P 0.12370 -2.64686 0.00642 0.84
C 1.38529 -3.47131 1.01154 -1.21
C -1.39818 -3.27577 0.82215 -1.25
H -0.71694 -3.15418 -2.20580 0.37
H -0.01394 -4.60466 -1.41497 0.40
H 1.04829 -3.33331 -2.11472 0.37
C 0.10815 -3.52531 -1.57836 -1.12
H -2.29829 -2.91075 0.30394 0.44
H -1.36977 -4.37132 0.76561 0.44
H 1.21961 -4.55367 0.97636 0.43
H 1.32161 -3.11687 2.04655 0.34
H -1.43435 -2.95571 1.87366 0.39
H 2.37873 -3.23426 0.61864 0.39
C 1.34450 0.12725 1.17124 0.08
O 2.46574 0.18572 1.43796 -0.11
O 0.20873 -1.04979 3.39219 -0.40
N -0.13944 0.05167 2.98099 0.83
O 0.20279 1.13920 3.40573 -0.41
O -1.12435 0.06679 1.90382 -0.46
```

For the calculated total energy, the calculation gives -73316.9513 eV. Its multiplicity is 8. The HOMO-LUMO gap (spin up / spin down) is 9.27 / 6.02 eV. As for the expectation value of S²: 16.07. As for the charge: +2. The largest force on an atom comes out at 5.9 eV/A. The calculation puts the LUMO energy (spin up / spin down) at -7.54 / -10.19 eV. The calculation puts the molar mass at 477.92 g mol⁻¹. As for the highest occupied orbital energy (spin up / spin down): -16.81 / -16.21 eV.

A cluster of 2 separate species, C9H21FO4P2 in total at a distorted geometry, computed with wB97M-V/def2-TZVPD.

```
37
Properties=species:S:1:pos:R:3:mulliken_charge:R:1
C 4.36086 1.59187 2.24542 -1.28
C 3.49627 2.33778 1.21775 0.91
F 4.29364 2.61432 0.09427 -0.39
C 2.27786 1.54212 0.74494 -0.86
P 0.62711 2.39664 0.69167 -0.03
C -0.41563 1.31486 1.78671 -0.58
C -0.55513 -0.04235 1.17138 -0.04
O 0.07181 -1.00050 1.58084 -0.51
P 0.78638 4.27022 1.82456 0.16
O -0.37268 4.05733 2.95635 -0.47
O -0.06921 5.25466 0.82874 -0.46
H 5.38602 1.59092 1.88702 0.33
H 4.02437 0.57292 2.41124 0.34
H 4.34487 2.10477 3.20522 0.30
H 3.23207 3.29894 1.64734 0.04
H 2.48365 1.23701 -0.27959 0.39
H 2.17688 0.61915 1.31380 0.39
H 0.03674 1.22436 2.77206 0.38
H -1.38159 1.81070 1.88124 0.41
H -1.23773 -0.13338 0.30940 0.34
H -0.01036 4.30058 3.80887 0.33
H 0.49777 5.43429 0.07319 0.31
C -0.70422 -4.10152 -2.40584 -1.15
C -1.06416 -2.62568 -2.39922 0.04
O -2.15469 -2.29143 -3.23686 -0.44
C -3.38549 -2.91676 -2.92762 -0.31
C -3.90842 -2.59986 -1.53665 -0.99
H -0.50836 -4.44086 -3.42378 0.29
H 0.18627 -4.27101 -1.80041 0.41
H -1.50511 -4.71926 -1.99722 0.27
H -0.21970 -2.04898 -2.77709 0.37
H -1.24770 -2.27944 -1.37512 -0.01
H -3.31374 -4.00068 -3.07305 0.29
H -4.08932 -2.54677 -3.67312 0.33
H -3.25432 -2.98768 -0.75419 0.25
H -4.89294 -3.04634 -1.39527 0.39
H -3.99204 -1.52097 -1.39696 0.27
```

For the calculated total energy, the calculation gives -39158.2585 eV. The HOMO-LUMO gap is 8.63 eV. As for the charge: 0. The largest force on an atom comes out at 1.2 eV/A. As for the SMILES: C[C@@H](F)CP(CC=O)#P(O)O.CCOCC. The calculation puts the LUMO energy at 0.26 eV. The calculation puts the molar mass at 274.21 g mol⁻¹. As for the highest occupied orbital energy: -8.37 eV.